C5H6O | ωB97M-V with the def2-TZVPD basis set

Geometry as ORCA input:
```
! RIJCOSX wB97M-V def2-TZVPD def2/J DEFGRID3
* xyz 0 1
C -0.08 1.44 0.04
C -0.12 -0.08 0.31
C -1.41 -0.77 -0.03
O -2.25 -0.63 0.84
C 1.12 -0.76 -0.16
C 2.12 -1.31 -0.58
H 0.69 1.88 0.69
H 0.15 1.72 -0.99
H -1.04 1.86 0.33
H -0.61 -0.12 1.35
H -1.59 -1.41 -0.90
H 3.02 -1.81 -0.89
*
```

## Properties
- Calculated total energy: -269.239241 Ha

=====

C25H34BF9N2O6P2PdSe | ωB97M-V with the def2-TZVPD basis set

Geometry as ORCA input:
```
! RIJCOSX wB97M-V def2-TZVPD def2/J DEFGRID3
* xyz -2 1
Pd -1.48 -4.67 1.08
C 0.68 5.63 -1.89
C 0.35 4.15 -1.94
C -0.25 3.70 -3.30
O 1.62 3.46 -1.66
P 1.72 2.02 -0.95
O 1.64 0.84 -1.79
C 0.42 2.22 0.30
P 0.30 1.17 1.69
O -0.98 1.27 2.41
O 0.72 -0.30 1.28
C -0.45 -1.19 0.88
C -0.37 -2.38 1.83
C -0.37 -1.53 -0.59
O 1.59 1.65 2.56
C 1.37 2.21 3.88
C 2.64 1.85 4.58
C 1.14 3.70 3.84
O 3.02 2.06 -0.07
C 4.09 1.15 -0.20
C 4.39 0.68 1.21
C 5.29 1.84 -0.82
H -0.14 6.31 -2.17
H 1.58 5.87 -2.52
H 0.88 5.94 -0.84
H -0.45 3.94 -1.20
H -0.27 4.53 -4.02
H -1.21 3.23 -3.13
H 0.48 2.95 -3.63
H -0.49 2.23 -0.27
H 0.39 3.20 0.80
H -1.36 -0.61 1.11
H 0.50 -2.97 1.58
H -1.31 -2.97 1.68
H -0.18 -2.11 2.85
H 0.68 -1.82 -0.76
H -0.61 -0.67 -1.22
H -1.05 -2.27 -1.00
H 0.52 1.66 4.31
H 2.76 0.74 4.81
H 2.66 2.35 5.60
H 3.50 2.14 4.03
H 2.06 4.19 3.44
H 0.98 4.16 4.80
H 0.27 3.97 3.27
H 3.74 0.31 -0.83
H 4.69 1.50 1.87
H 5.20 -0.13 1.20
H 3.43 0.25 1.55
H 5.56 2.67 -0.13
H 5.06 2.32 -1.79
H 6.07 1.12 -0.96
N -7.07 -2.91 -2.05
C -6.20 -2.37 -1.46
C -5.24 -1.68 -0.53
C -4.57 -0.45 -0.83
C -3.85 0.09 0.17
C -3.64 -0.64 1.37
N -4.14 -1.85 1.61
C -4.99 -2.38 0.69
H -4.72 -0.01 -1.80
H -3.47 1.11 0.13
H -3.02 -0.15 2.11
H -5.41 -3.35 0.83
F -3.93 5.87 -0.31
B -2.73 5.59 -0.90
F -2.46 6.37 -2.04
F -1.53 5.73 -0.15
F -2.74 4.19 -1.32
F 1.66 -9.15 -4.03
C 0.80 -8.41 -3.21
C 1.28 -7.66 -2.08
F 2.58 -7.63 -1.85
C 0.40 -7.13 -1.16
F 1.04 -6.55 -0.13
C -0.98 -7.25 -1.34
Se -2.18 -6.64 0.05
C -1.44 -8.02 -2.41
F -2.77 -8.26 -2.59
C -0.57 -8.61 -3.30
F -1.14 -9.43 -4.22
*
```

## Properties
- Calculated total energy: -5670.093863 Ha

=====

C2H6NOS | ωB97M-V with the def2-TZVPD basis set

Geometry as ORCA input:
```
! RIJCOSX wB97M-V def2-TZVPD def2/J DEFGRID3
* xyz 1 1
C -0.86 -0.56 -0.03
C 1.44 0.01 0.03
N 0.02 0.39 -0.01
O -0.31 1.68 0.02
S -2.53 -0.22 0.01
H -0.42 -1.50 0.07
H 1.97 0.80 -0.45
H 1.66 -0.94 -0.62
H 1.79 -0.33 1.13
H 0.21 2.14 -0.66
H -2.97 -1.46 0.51
*
```

## Properties
- Calculated total energy: -607.634346 Ha